<a>
The following is a quantum chemistry calculation of a single C4H9FS molecule, from the OMol25 dataset.

Positions of all 15 atoms, in Å:
C1 -0.0962 1.7603 -1.5656
C2 0.3681 0.3884 -1.0452
F1 1.5589 0.5571 -0.3604
C3 -0.6184 -0.4344 -0.0523
C4 -0.5946 -1.9453 -0.3552
S1 -0.3649 -0.1979 1.7669
H1 0.0632 2.3596 -0.6919
H2 -1.1314 1.7662 -1.9177
H3 0.5786 2.1967 -2.3011
H4 0.6402 -0.2515 -1.9221
H5 -1.6195 -0.0211 -0.2220
H6 -1.2287 -2.5949 0.3160
H7 -1.0545 -2.0932 -1.3973
H8 0.4138 -2.3652 -0.3805
H9 0.7929 0.5410 1.6000

## Properties
* 2S+1: 1
* structure (SMILES): C[C@@H](F)[C@@H](C)S
* Kohn-Sham gap: 0.3646 Eh


<b>
The following is a quantum chemistry calculation of a single C4H9FS molecule, from the OMol25 dataset.

Positions of all 15 atoms, in Å:
C1 2.7828 -0.4459 0.0218
S1 1.3635 0.6431 -0.3230
C2 0.0159 -0.4573 0.1489
C3 -1.3325 -0.0209 -0.4724
C4 -2.0703 1.1271 0.1439
F1 -2.2294 -1.0589 -0.2153
H1 2.6405 -1.3931 -0.5192
H2 2.8309 -0.7007 1.0953
H3 3.5937 0.1567 -0.3819
H4 -0.0076 -0.4722 1.2631
H5 0.2622 -1.4917 -0.1760
H6 -1.1846 0.0544 -1.6094
H7 -2.2942 0.7521 1.1286
H8 -1.4492 2.0172 0.3304
H9 -2.9217 1.2902 -0.4350

## Properties
* 2S+1: 1
* structure (SMILES): CSC[C@H](C)F
* Kohn-Sham gap: 0.3555 Eh


Tell me which of them is the most stable. Sure, it is <b>.


<a>
The following is a quantum chemistry calculation of a single C8H13IN2O molecule, from the OMol25 dataset.

Positions of all 25 atoms, in Å:
C1 -2.0060 -1.4278 -3.9734
C2 -1.3872 -0.8137 -2.9932
C3 -0.5230 -1.4855 -1.9829
O1 -0.8030 -0.7829 -0.8160
N1 0.0626 -0.7611 0.2834
C4 -0.4493 0.1680 1.2545
C5 -0.1279 1.6787 1.1371
C6 1.3385 2.0187 1.2454
C7 2.0192 1.0900 2.1944
C8 1.4404 -0.0479 2.7636
N2 0.0884 -0.3008 2.6872
I1 -0.5197 -2.3386 2.9465
H1 -2.4909 -0.8901 -4.7450
H2 -1.7875 -2.4698 -3.9269
H3 -1.2207 0.2689 -2.8574
H4 0.5645 -1.2468 -2.1954
H5 -0.7141 -2.5275 -2.0709
H6 1.0222 -0.5027 -0.0302
H7 -1.4561 0.1086 1.2454
H8 -0.8723 2.2308 1.8190
H9 -0.4693 2.1668 0.1558
H10 1.4397 3.0603 1.5898
H11 1.8061 2.1527 0.3335
H12 3.0635 1.2207 2.3942
H13 1.9820 -0.5690 3.5415

## Properties
* 2S+1: 1
* structure (SMILES): C=CCON[C@@H]1CCC=CN1I
* Kohn-Sham gap: 0.2810 Eh


<b>
The following is a quantum chemistry calculation of a single C8H13IN2O molecule, from the OMol25 dataset.

Positions of all 25 atoms, in Å:
C1 1.0705 0.5752 -3.2247
C2 0.6061 -0.6846 -2.5096
C3 0.8008 -0.4668 -1.0780
C4 -0.1580 0.0005 -0.2596
C5 0.0705 -0.2444 1.1546
C6 -1.0629 -0.5183 2.1359
C7 -1.7244 0.7928 2.6125
N1 1.2774 -0.4409 1.6341
C8 2.3553 -0.2141 0.6944
O1 3.5457 -0.5336 1.2365
N2 2.0844 -0.8358 -0.6409
I1 2.9132 -2.6705 -0.9602
H1 0.4973 1.4057 -2.7845
H2 1.1668 0.4896 -4.2697
H3 2.0982 0.7384 -2.9856
H4 1.1513 -1.5815 -2.9109
H5 -0.4311 -0.8999 -2.9066
H6 -1.0318 0.4023 -0.6733
H7 -1.7843 -1.0656 1.6007
H8 -0.6134 -1.0955 3.0443
H9 -1.1596 1.4357 3.1757
H10 -2.5886 0.5587 3.1536
H11 -1.9377 1.4050 1.7052
H12 2.2674 0.8402 0.4475
H13 3.3625 -1.3828 1.8035

## Properties
* 2S+1: 1
* structure (SMILES): CCC1=CC(CC)=N[C@@H](O)N1I
* Kohn-Sham gap: 0.2965 Eh


Tell me which of them is the most stable. Sure, it is <b>.


<a>
The following is a quantum chemistry calculation of a molecular structure, H4N2O, from the OMol25 dataset.

Positions of all 7 atoms, in Å:
N1 -0.5941 0.9454 0.2026
N2 0.4769 -0.5686 0.1782
O1 -0.3917 1.3592 -0.9937
H1 0.7623 -0.3104 -0.8034
H2 -1.5025 0.4223 0.2555
H3 1.1957 -0.3672 0.8613
H4 0.0534 -1.4807 0.2996

## Properties
* 2S+1: 1
* Kohn-Sham gap: 0.3205 Eh


<b>
The following is a quantum chemistry calculation of 2 unconnected molecules or ions with the total composition H4N2O, from the OMol25 dataset.

Positions of all 7 atoms, in Å:
N1 -1.3121 -0.2293 -0.0346
N2 1.4376 0.0110 -0.0503
O1 -0.4230 0.6799 -0.0740
H1 -1.7084 -0.6117 -0.9027
H2 -1.1367 -0.7720 0.7983
H3 1.7111 0.6918 -0.7245
H4 1.4314 0.2303 0.9878

## Properties
* 2S+1: 1
* Kohn-Sham gap (alpha / beta): 0.3549 / 0.3539 Eh


Tell me which of them is the most stable. Sure, it is <a>.


<a>
The following is a quantum chemistry calculation of a molecular structure, C25H25IN3O4STeW, from the OMol25 dataset.

Positions of all 61 atoms, in Å:
W1 0.0035 0.0865 0.2641
C1 2.7285 2.2687 0.8481
C2 1.4199 1.6767 1.2754
C3 1.4019 0.4114 1.9661
C4 0.1973 0.0304 2.6430
C5 -1.0121 0.6344 2.3502
C6 -1.0418 1.7005 1.4180
C7 0.2091 2.3115 1.0687
H1 3.4073 1.4961 0.4874
H2 3.1932 2.7543 1.7079
H3 2.5946 3.0145 0.0667
H4 2.3433 -0.0584 2.2126
H5 0.1953 -0.8346 3.2930
H6 -1.9287 0.2558 2.7797
H7 -1.9699 2.1840 1.1567
H8 0.1894 3.2081 0.4651
C8 -0.1550 -5.1165 4.7196
C9 0.2040 -4.5324 3.3885
C10 0.9018 -3.4028 3.2498
C11 -1.3508 -2.4587 1.3623
C12 -1.6688 -3.2577 0.3136
C13 -1.1857 -4.6827 0.3359
C14 -0.1212 -5.3636 2.1793
S1 -1.3627 -2.5112 -1.2889
O1 -2.1979 -2.8641 -2.3944
O2 0.0388 -2.9460 -1.3755
N1 -1.3573 -0.9185 -1.0274
C15 -2.0102 -0.1101 -2.0664
C16 -1.3265 1.2302 -2.1539
O3 -1.5648 2.0534 -2.9888
O4 -0.3660 1.4311 -1.2285
H9 0.0969 -4.4484 5.5405
H10 0.3600 -6.0671 4.8731
H11 -1.2279 -5.3196 4.7592
H12 1.3029 -2.8102 4.0600
H13 -1.6780 -1.4366 1.2072
H14 -1.3394 -5.1680 -0.6245
H15 0.3704 -6.3209 2.3650
H16 -3.0691 0.0531 -1.8552
H17 -1.9478 -0.5792 -3.0473
I1 4.9046 -1.8430 -3.4343
C17 3.4203 -0.7587 -2.5409
C18 3.0730 0.5590 -2.7691
N2 2.0440 0.8432 -1.9661
N3 1.6785 -0.2266 -1.2300
C19 2.5203 -1.1999 -1.5696
H18 3.4705 1.2934 -3.4498
H19 1.3858 1.6178 -1.9832
H20 2.4385 -2.1825 -1.1436
Te1 0.9338 -2.7997 1.2547
C20 0.2844 -4.7772 0.8155
C21 1.1089 -5.7054 -0.0227
C22 0.6655 -6.9496 -0.2280
C23 -0.5889 -7.5691 0.2737
C24 -1.5538 -7.0294 1.0287
C25 -1.5434 -5.6075 1.5430
H21 2.0403 -5.3848 -0.4709
H22 1.2810 -7.5949 -0.8426
H23 -0.7269 -8.5991 -0.0304
H24 -2.4055 -7.6488 1.2832
H25 -2.4186 -5.3448 2.1324

## Properties
* 2S+1: 3
* net charge: +1
* Kohn-Sham gap (alpha / beta): 0.2304 / 0.2217 Eh


<b>
The following is a quantum chemistry calculation of a molecular structure, C25H25IN3O4STeW, from the OMol25 dataset.

Positions of all 61 atoms, in Å:
W1 -0.7035 1.2861 -0.1831
C1 -1.1844 3.9377 2.2248
C2 -1.3787 3.3056 0.8832
C3 -0.4356 3.5204 -0.1571
C4 -0.8183 3.2505 -1.5187
C5 -1.9656 2.5263 -1.8036
C6 -2.7558 2.0075 -0.7253
C7 -2.5019 2.5068 0.5959
H1 -0.1292 3.9602 2.4967
H2 -1.7234 3.3964 2.9957
H3 -1.5493 4.9660 2.1871
H4 0.4264 4.1459 0.0250
H5 -0.2397 3.6801 -2.3213
H6 -2.2807 2.3894 -2.8284
H7 -3.7169 1.5608 -0.9391
H8 -3.2214 2.3195 1.3783
C8 -3.5639 -5.0209 3.6375
C9 -2.7239 -3.7938 3.4238
C10 -2.7227 -3.1423 2.1898
C11 -1.9686 -1.9986 2.0042
C12 -1.1912 -1.5038 3.0424
C13 -1.1647 -2.1441 4.2685
C14 -1.9306 -3.2857 4.4479
S1 -0.4366 0.0889 2.7946
O1 0.6189 0.3001 3.7392
O2 -1.5384 1.0201 2.7530
N1 0.1487 0.0691 1.2633
C15 1.4521 -0.5690 1.1397
C16 2.0646 -0.1359 -0.1642
O3 2.8252 -0.8037 -0.8168
O4 1.6269 1.0729 -0.5763
H9 -4.4168 -5.0323 2.9607
H10 -3.9266 -5.0725 4.6628
H11 -2.9759 -5.9218 3.4491
H12 -3.3271 -3.5345 1.3800
H13 -1.9731 -1.4532 1.0758
H14 -0.5555 -1.7397 5.0671
H15 -1.9190 -3.7874 5.4075
H16 1.3980 -1.6613 1.1438
H17 2.0976 -0.2589 1.9678
I1 -0.3418 -4.1960 -3.4649
C17 -1.0002 -2.5339 -2.4186
C18 -2.2946 -2.2034 -2.0966
N2 -2.2360 -1.0422 -1.4280
N3 -0.9703 -0.5915 -1.2874
C19 -0.2119 -1.5039 -1.9005
H18 -3.2180 -2.7199 -2.2977
H19 -3.0002 -0.5295 -1.0228
H20 0.8573 -1.4350 -1.9564
Te1 1.8178 1.3343 -2.6569
C20 3.8876 1.3368 -3.1704
C21 4.3381 2.4908 -3.8054
C22 5.5988 2.4983 -4.3833
C23 6.4069 1.3747 -4.3049
C24 5.9610 0.2393 -3.6408
C25 4.6927 0.2064 -3.0834
H21 3.7146 3.3749 -3.8517
H22 5.9539 3.3877 -4.8869
H23 7.3870 1.3799 -4.7632
H24 6.5945 -0.6345 -3.5647
H25 4.3433 -0.6846 -2.5865

## Properties
* 2S+1: 3
* net charge: +1
* Kohn-Sham gap (alpha / beta): 0.2441 / 0.2548 Eh


Tell me which of them is the most stable. Sure, it is <b>.


<a>
The following is a quantum chemistry calculation of a single C7H15N2P molecule, from the OMol25 dataset.

Positions of all 25 atoms, in Å:
C1 2.6050 2.2341 -1.1645
C2 1.8805 0.9957 -0.7239
C3 0.5706 1.2394 -0.1117
P1 -0.2403 -0.2903 0.2795
N1 -1.9509 -0.3596 0.8065
C4 -2.8551 0.3231 -0.1118
C5 -2.5342 0.9147 1.2687
N2 0.6436 -1.7075 0.3262
C6 -0.0943 -2.8750 -0.2376
C7 0.3065 -2.7606 1.2602
H1 3.7234 1.9689 -1.3959
H2 2.5130 3.0790 -0.4993
H3 2.2697 2.5752 -2.1321
H4 1.6829 0.3330 -1.6066
H5 2.5133 0.3600 0.0105
H6 -0.1431 1.8402 -0.7697
H7 0.7491 1.7810 0.8000
H8 -2.5814 0.6638 -1.1400
H9 -3.6656 -0.3537 -0.2932
H10 -1.9651 1.8625 1.2211
H11 -3.4034 0.8198 1.9444
H12 0.5216 -3.7142 -0.7247
H13 -1.1941 -2.8306 -0.4606
H14 -0.5589 -2.8415 2.0195
H15 1.2075 -3.2575 1.4350

## Properties
* 2S+1: 1
* structure (SMILES): CCCP(N1CC1)N1CC1
* Kohn-Sham gap: 0.2593 Eh


<b>
The following is a quantum chemistry calculation of a single C7H15N2P molecule, from the OMol25 dataset.

Positions of all 25 atoms, in Å:
C1 1.2552 -0.8621 -0.2315
C2 -0.0947 -1.3749 0.4641
C3 -1.2011 -0.4943 0.3453
C4 2.1313 -1.9941 -0.4880
C5 0.3244 -1.4989 2.0290
C6 -2.1032 -0.5113 -0.8918
C7 -0.3555 3.7322 -0.1734
N1 1.4382 0.3278 -0.4689
N2 0.6893 1.3091 -0.1373
P1 0.5101 2.5579 -1.3277
H1 -0.1220 -2.3643 -0.0501
H2 -1.5149 0.1521 1.1279
H3 3.0329 -1.4954 -0.8721
H4 1.6279 -2.6955 -1.1232
H5 2.4567 -2.5634 0.4370
H6 1.3268 -1.9244 2.0560
H7 -0.4691 -2.0781 2.5415
H8 0.2996 -0.5279 2.3677
H9 -3.0031 -1.1502 -0.7859
H10 -1.4551 -0.9697 -1.6487
H11 -2.4364 0.5631 -1.1954
H12 0.2571 4.4125 0.3665
H13 -0.9712 3.1448 0.5091
H14 -0.9251 4.4347 -0.7662
H15 -0.6981 1.8703 -2.0840

## Properties
* 2S+1: 1
* Kohn-Sham gap (alpha / beta): 0.2681 / 0.2993 Eh


Tell me which of them is the most stable. Sure, it is <b>.


<a>
The following is a quantum chemistry calculation of a molecular structure, C4H3O2S, from the OMol25 dataset.

Positions of all 10 atoms, in Å:
C1 -0.2745 0.6279 -0.0686
C2 2.3209 -0.5394 0.1123
C3 -1.7953 0.6547 -0.0618
C4 -0.8108 -0.5481 -0.0440
O1 2.2803 -0.7735 -1.0521
O2 2.5672 -0.8260 1.2004
S1 1.1931 1.4997 0.2843
H1 -2.3863 0.7488 0.8031
H2 -2.4411 0.8203 -0.9765
H3 -0.6537 -1.6645 -0.1971

## Properties
* 2S+1: 1
* net charge: -1
* Kohn-Sham gap: 0.2648 Eh


<b>
The following is a quantum chemistry calculation of a gas-phase ion, C4H3O2S (charge -1), from the OMol25 dataset.

Positions of all 10 atoms, in Å:
C1 -0.3721 -0.2179 -0.0155
C2 0.2555 0.5116 -0.9296
C3 1.6880 0.6994 -1.0115
S1 2.2678 2.6029 -1.7845
O1 2.5723 0.1262 0.0543
C4 2.7082 -0.2695 -1.1997
O2 3.3637 -1.0234 -1.8463
H1 -1.4468 -0.2986 -0.0004
H2 0.1678 -0.7561 0.7471
H3 -0.2859 1.0680 -1.6820

## Properties
* 2S+1: 1
* net charge: -1
* structure (SMILES): C=C[C@@]1([S-])OC1=O
* Kohn-Sham gap: 0.2601 Eh


Tell me which of them is the most stable. Sure, it is <a>.